# 1
{"formula": "C18H21N2", "method": "wB97M-V/def2-TZVPD", "homo_ev": -11.280, "lumo_ev": -3.45, "total_energy_ev": -21979.2566, "gap_ev": 7.83, "e_above_lowest_kcal_mol": 42.7, "charge": 1, "max_force_ev_per_a": 2.37, "multiplicity": 1, "elements": ["C", "C", "C", "C", "C", "C", "C", "H", "H", "H", "H", "H", "H", "H", "C", "C", "C", "C", "N", "C", "C", "C", "C", "C", "C", "N", "C", "H", "H", "H", "H", "H", "H", "H", "H", "H", "H", "H", "H", "H", "H"], "coordinates": [[-1.0821, 0.0113, -2.4663], [-1.9276, 1.2707, -2.4302], [-3.1452, 1.5295, -3.0438], [-4.2731, 0.6666, -3.2495], [-4.2565, -0.7047, -3.2492], [-3.1173, -1.5463, -3.0584], [-1.9053, -1.2711, -2.4440], [-0.1437, 0.0113, -3.1278], [-1.3197, 2.0538, -1.9709], [-3.3620, 2.5677, -3.3353], [-5.2546, 1.1340, -3.4398], [-5.2343, -1.1907, -3.4362], [-3.3118, -2.5864, -3.3557], [-1.2681, -2.0426, -2.0158], [0.0474, -0.5913, 3.7114], [-0.8752, -0.2365, 2.5516], [-0.1373, -0.0979, 1.2607], [1.2672, 0.0036, 1.2087], [2.0351, -0.0506, 2.3313], [1.3860, 0.1291, 3.5953], [3.4044, 0.3638, 2.2520], [4.1204, -0.0990, 0.9885], [3.3185, 0.2631, -0.2657], [1.8443, 0.1300, -0.0677], [1.0079, 0.1169, -1.1897], [-0.3415, 0.0083, -1.1563], [-0.8888, -0.0972, 0.0674], [-0.4291, -0.3334, 4.6543], [0.1684, -1.6788, 3.7153], [-1.6686, -0.9977, 2.4588], [-1.4009, 0.7185, 2.7463], [1.2428, 1.1992, 3.7717], [2.0558, -0.2069, 4.3873], [3.4462, 1.4541, 2.3204], [3.9308, -0.0004, 3.1362], [5.1134, 0.3516, 0.9540], [4.2856, -1.1826, 0.9892], [3.5581, 1.3030, -0.5651], [3.6811, -0.3592, -1.1018], [1.4151, 0.1848, -2.1982], [-1.9862, -0.1977, 0.0668]]}


# 2
{"formula": "C18H21N3O2S2", "method": "wB97M-V/def2-TZVPD", "homo_ev": -7.484, "lumo_ev": -0.67, "total_energy_ev": -49225.8152, "gap_ev": 6.81, "e_above_lowest_kcal_mol": 426.2, "charge": 0, "max_force_ev_per_a": 18.69, "multiplicity": 1, "elements": ["C", "C", "C", "C", "C", "C", "C", "H", "C", "H", "H", "H", "H", "N", "C", "O", "C", "H", "H", "S", "C", "N", "C", "C", "C", "O", "N", "C", "H", "H", "H", "S", "C", "C", "H", "H", "H", "H", "C", "H", "H", "H", "H", "H", "H", "H"], "coordinates": [[3.7410, 0.3098, 0.1742], [2.6517, -0.4426, -0.6630], [1.5572, -1.2024, -0.1092], [0.6888, -1.7225, -0.9610], [0.7572, -1.5737, -2.4155], [2.0448, -1.0250, -2.9698], [3.0714, -0.3234, -2.1135], [3.6333, 0.0609, -2.7146], [2.1088, -1.1359, -4.5626], [2.9557, -1.7385, -4.6941], [2.4341, -0.3178, -4.9024], [1.2421, -1.5629, -5.1216], [0.0640, -2.0859, -3.0094], [-0.3939, -2.4397, -0.4474], [-0.8406, -2.4677, 0.7572], [0.1706, -2.3717, 1.7876], [-2.2130, -2.5996, 1.1533], [-2.3086, -3.6390, 1.6134], [-2.9385, -2.8135, 0.1814], [-2.6763, -1.5083, 2.2663], [-1.9265, -0.0893, 1.4442], [-1.6735, -0.1107, 0.2174], [-1.0379, 0.8118, -0.2990], [-0.1512, 1.7164, 0.4949], [-0.5514, 1.5846, 1.7155], [0.1877, 2.4105, 2.7134], [-1.2306, 0.8924, 2.4144], [-1.3358, 0.3612, 3.7852], [-0.5250, 1.3238, 4.2692], [-0.8882, -0.4444, 4.1413], [-2.3644, 0.5262, 4.1089], [0.5796, 2.9115, -0.5521], [0.1897, 2.0070, -2.0329], [-0.0754, 3.2338, -3.1326], [0.8382, 3.7862, -3.2874], [-0.8792, 3.5421, -2.8128], [-0.4764, 2.6258, -4.1481], [1.2715, 1.3990, -2.1843], [-0.9960, 1.1186, -1.7947], [-0.7962, 0.1032, -2.3857], [-1.8646, 1.7043, -1.9245], [-0.8580, -2.5953, -1.1386], [1.6377, -1.0263, 0.8165], [4.6320, 0.7733, -0.4704], [4.0143, -0.3190, 0.7957], [3.1160, 1.2596, 0.6062]]}


# 3
{"formula": "C18H21N3O3", "method": "wB97M-V/def2-TZVPD", "homo_ev": -8.408, "lumo_ev": 0.63, "total_energy_ev": -29620.5162, "gap_ev": 9.04, "e_above_lowest_kcal_mol": 21.3, "charge": 0, "max_force_ev_per_a": 0.89, "multiplicity": 1, "elements": ["C", "C", "N", "C", "O", "C", "N", "H", "C", "C", "C", "C", "C", "C", "C", "C", "H", "H", "H", "H", "H", "H", "H", "H", "H", "H", "H", "C", "O", "N", "H", "C", "C", "C", "C", "C", "O", "H", "H", "H", "H", "H", "H", "H", "H"], "coordinates": [[2.3213, 2.7435, -1.9355], [0.9689, 2.8993, -1.2417], [0.2023, 1.6589, -1.2576], [0.5899, 0.4589, -0.8043], [1.6700, 0.2138, -0.2888], [-0.4873, -0.6134, -0.9657], [-1.4018, -0.2757, -2.0474], [-0.9087, -0.3833, -2.9319], [-2.5472, -1.1721, -2.0351], [-2.1850, -2.6351, -1.9266], [-3.1273, -3.6051, -2.2453], [-2.8219, -4.9484, -2.1428], [-1.5615, -5.3353, -1.7169], [-0.6211, -4.3761, -1.3952], [-0.9193, -3.0217, -1.4927], [0.1334, -2.0001, -1.1536], [0.6722, -2.2908, -0.2507], [0.8686, -1.9546, -1.9653], [0.3627, -4.6725, -1.0604], [-1.3142, -6.3832, -1.6350], [-3.5627, -5.6921, -2.3959], [-4.1082, -3.2957, -2.5779], [-3.1346, -0.9949, -2.9397], [-3.1716, -0.8938, -1.1758], [-1.0713, -0.6060, -0.0342], [-0.7340, 1.6813, -1.6405], [0.3709, 3.6442, -1.7751], [1.1147, 3.4221, 0.2033], [0.5849, 4.4562, 0.5555], [1.8785, 2.6486, 0.9910], [2.1440, 1.7285, 0.6429], [1.9168, 2.8356, 2.4273], [1.1120, 1.7739, 3.1046], [-0.1905, 1.4007, 2.9404], [-0.3918, 0.2856, 3.7893], [0.8022, 0.0641, 4.4010], [1.7184, 0.9560, 3.9891], [1.1156, -0.6648, 5.1215], [-1.2982, -0.2684, 3.9236], [-0.9105, 1.8710, 2.3020], [1.5063, 3.8299, 2.6297], [2.9499, 2.7839, 2.7812], [2.8731, 3.6771, -1.8698], [2.1724, 2.4957, -2.9846], [2.9048, 1.9538, -1.4726]]}


# 4
{"formula": "C18H21N3O3", "method": "wB97M-V/def2-TZVPD", "homo_ev": -8.234, "lumo_ev": 0.42, "total_energy_ev": -29620.6258, "gap_ev": 8.66, "e_above_lowest_kcal_mol": 18.7, "charge": 0, "max_force_ev_per_a": 1.30, "multiplicity": 1, "elements": ["C", "C", "C", "C", "C", "C", "C", "H", "H", "H", "N", "C", "O", "N", "C", "H", "C", "H", "H", "C", "N", "C", "O", "C", "C", "C", "C", "O", "H", "H", "H", "H", "C", "H", "C", "H", "H", "H", "H", "H", "H", "H", "H", "H", "H"], "coordinates": [[-6.4011, -0.5872, 1.7495], [-5.4344, -0.8911, 0.6452], [-4.2321, -0.2068, 0.5575], [-3.3345, -0.4809, -0.4686], [-3.6532, -1.4554, -1.4125], [-4.8511, -2.1381, -1.3251], [-5.7400, -1.8606, -0.3032], [-6.6755, -2.3969, -0.2395], [-5.0905, -2.8918, -2.0612], [-2.9607, -1.6761, -2.2141], [-2.1037, 0.1681, -0.6051], [-1.5868, 1.1880, 0.1574], [-2.1509, 1.6734, 1.1185], [-0.3597, 1.6428, -0.2560], [0.4293, 1.0317, -1.3087], [0.6310, -0.0248, -1.0738], [1.7557, 1.7660, -1.4848], [1.5636, 2.7867, -1.8140], [2.3380, 1.2706, -2.2630], [2.5746, 1.7964, -0.1854], [3.2696, 0.5447, 0.0143], [4.6145, 0.4247, -0.0946], [5.3536, 1.3475, -0.3778], [5.1107, -0.9377, 0.1625], [6.3945, -1.4167, 0.1578], [6.3046, -2.7904, 0.4701], [4.9785, -3.0494, 0.6413], [4.2460, -1.9416, 0.4585], [4.4502, -3.9500, 0.8861], [7.1123, -3.4876, 0.5555], [7.2757, -0.8446, -0.0444], [2.7281, -0.2709, 0.2542], [1.6683, 2.1105, 1.0192], [2.1411, 2.8401, 1.6751], [0.3086, 2.6321, 0.5662], [-0.3402, 2.8147, 1.4249], [0.4202, 3.5705, 0.0131], [1.5104, 1.1978, 1.5986], [3.3661, 2.5455, -0.2893], [-0.1160, 1.0750, -2.2618], [-1.5741, -0.1373, -1.4059], [-3.9826, 0.5484, 1.2836], [-7.3277, -0.1864, 1.3396], [-6.6469, -1.4938, 2.3007], [-5.9836, 0.1408, 2.4394]]}


# 5
{"formula": "C18H21N3O3", "method": "wB97M-V/def2-TZVPD", "homo_ev": -8.093, "lumo_ev": 0.09, "total_energy_ev": -29618.3359, "gap_ev": 8.19, "e_above_lowest_kcal_mol": 71.5, "charge": 0, "max_force_ev_per_a": 1.35, "multiplicity": 1, "elements": ["C", "C", "O", "C", "C", "C", "C", "C", "C", "O", "C", "C", "H", "H", "H", "H", "H", "H", "C", "C", "O", "N", "N", "C", "C", "C", "N", "C", "C", "C", "H", "H", "H", "H", "H", "H", "H", "H", "H", "H", "H", "H", "H", "H", "H"], "coordinates": [[-2.9701, -3.4165, 0.5948], [-2.9252, -1.8968, 0.7266], [-2.0295, -1.2941, -0.1827], [-0.6772, -1.3709, 0.0335], [-0.0947, -1.8788, 1.1861], [1.2798, -1.8920, 1.3554], [2.1202, -1.4397, 0.3531], [1.5453, -0.9753, -0.8209], [0.1692, -0.8850, -0.9826], [-0.2424, -0.3356, -2.1601], [-1.4536, 0.4032, -2.2104], [-1.3352, 1.4008, -3.3531], [-2.2533, 1.9752, -3.4355], [-0.5068, 2.0802, -3.1702], [-1.1539, 0.8754, -4.2866], [-2.3000, -0.2720, -2.3797], [-1.6138, 0.9325, -1.2646], [2.1596, -0.6333, -1.6400], [3.6107, -1.4321, 0.5533], [4.3510, -0.2567, -0.0465], [5.4312, -0.3504, -0.5840], [3.7627, 0.9788, 0.0590], [2.5365, 1.1793, 0.5443], [1.9064, 2.2507, 0.2745], [0.5351, 2.4147, 0.7016], [-0.2603, 3.4353, 0.1738], [-1.5372, 3.5901, 0.4628], [-2.0980, 2.7369, 1.3034], [-1.4058, 1.6900, 1.8992], [-0.0690, 1.5254, 1.5950], [0.5207, 0.7286, 2.0192], [-1.9063, 1.0235, 2.5846], [-3.1476, 2.9048, 1.5058], [0.1511, 4.1537, -0.5248], [2.3421, 3.0479, -0.3404], [4.2370, 1.7311, -0.4522], [3.8282, -1.4359, 1.6248], [4.0607, -2.3317, 0.1233], [1.6901, -2.2643, 2.2824], [-0.7114, -2.2580, 1.9852], [-3.8979, -1.4732, 0.4591], [-2.6960, -1.5996, 1.7575], [-3.7132, -3.8219, 1.2761], [-3.2375, -3.6886, -0.4231], [-2.0020, -3.8554, 0.8228]]}